(1)
{
  "formula": "C34H42FN5O3Pt",
  "method": "wB97M-V/def2-TZVPD",
  "symbols": ["Pt", "C", "C", "N", "C", "C", "C", "O", "O", "C", "O", "C", "C", "C", "F", "C", "C", "C", "N", "C", "C", "N", "C", "C", "H", "H", "H", "H", "H", "H", "H", "H", "H", "H", "H", "H", "H", "H", "H", "H", "H", "H", "C", "C", "C", "C", "C", "C", "C", "N", "C", "C", "C", "C", "C", "C", "C", "N", "C", "C", "C", "C", "H", "H", "H", "H", "H", "H", "H", "H", "H", "H", "H", "H", "H", "H", "H", "H", "H", "H", "H", "H", "H", "H", "H", "H"],
  "positions_angstrom": [[1.76713, 0.91537, -1.32071], [0.26188, -6.83243, -0.37977], [0.51647, -6.12838, -1.70014], [0.35626, -4.64897, -1.59754], [1.44365, -3.89196, -1.49896], [1.44989, -2.51049, -1.40404], [2.80496, -1.87463, -1.35752], [3.79015, -2.43937, -1.01208], [2.79019, -0.62201, -1.86708], [0.23779, -1.80018, -1.35755], [0.09450, -0.54895, -1.22055], [-0.97862, -2.62883, -1.45243], [-2.23127, -2.01247, -1.42427], [-3.36791, -2.75001, -1.55427], [-4.53144, -2.12532, -1.54001], [-3.34087, -4.18436, -1.74272], [-2.05255, -4.79014, -1.72971], [-0.89640, -4.04356, -1.59110], [-4.47227, -4.89362, -1.95366], [-5.83581, -4.29748, -1.90707], [-6.93099, -5.33269, -2.11691], [-6.71045, -6.50913, -1.21281], [-5.36918, -7.17061, -1.47175], [-4.49182, -6.30419, -2.37287], [0.38996, -7.90555, -0.51660], [-0.74370, -6.65603, 0.00514], [0.97397, -6.50898, 0.37860], [-0.12626, -6.47486, -2.51012], [1.53579, -6.29443, -2.04038], [2.39782, -4.40829, -1.49454], [-2.30459, -0.93876, -1.31145], [-1.96531, -5.85930, -1.80748], [-5.93400, -3.54787, -2.69482], [-5.96239, -3.79087, -0.95078], [-6.98115, -5.70805, -3.13699], [-7.89420, -4.88473, -1.87655], [-7.46748, -7.18981, -1.33506], [-6.77444, -6.21019, -0.23588], [-5.55143, -8.11925, -1.97389], [-4.90748, -7.37389, -0.50817], [-4.85171, -6.31941, -3.40443], [-3.49918, -6.73393, -2.39420], [1.65540, 3.42775, 5.34869], [2.86106, 2.62048, 4.84026], [3.12448, 1.45566, 5.79324], [4.10805, 3.52068, 4.78570], [2.56125, 2.14281, 3.43158], [2.54888, 0.79809, 3.06548], [2.27752, 0.43612, 1.76117], [2.01984, 1.34172, 0.81958], [2.03726, 2.65352, 1.12774], [2.29353, 3.07088, 2.41448], [1.80897, 3.56079, -0.01528], [1.78988, 4.93378, 0.07115], [1.62840, 5.72917, -1.06977], [1.47376, 5.05351, -2.29232], [1.49311, 3.68839, -2.33376], [1.64381, 2.93850, -1.21224], [1.62949, 7.24002, -1.02100], [2.75793, 7.75119, -1.93763], [0.26734, 7.73107, -1.54939], [1.84811, 7.77503, 0.39309], [1.86186, 3.77460, 6.36069], [0.75102, 2.81816, 5.38178], [1.45899, 4.30977, 4.73710], [3.33090, 1.84879, 6.78742], [3.99403, 0.86808, 5.49255], [2.25989, 0.79424, 5.88121], [4.33779, 3.86799, 5.79265], [3.95396, 4.40427, 4.16460], [4.97686, 2.97757, 4.41169], [2.75772, 0.02237, 3.78679], [2.27167, -0.60314, 1.45661], [2.30491, 4.12664, 2.64122], [1.91884, 5.40572, 1.03249], [1.34887, 5.59888, -3.21669], [1.39220, 3.14586, -3.26477], [2.61417, 7.45902, -2.97786], [3.73462, 7.39873, -1.60366], [2.76525, 8.84021, -1.90316], [0.08807, 7.42107, -2.57922], [0.25789, 8.82041, -1.52801], [-0.55478, 7.37599, -0.92622], [2.81423, 7.47118, 0.80222], [1.05368, 7.46964, 1.07802], [1.84184, 8.86337, 0.36490]],
  "forces_ev_per_angstrom": [[-0.09, 0.00, 0.13], [0.00, -0.01, -0.01], [0.00, 0.02, -0.03], [-0.03, -0.02, -0.03], [0.00, 0.04, 0.03], [-0.09, -0.05, 0.00], [-0.01, 0.09, -0.09], [0.00, -0.04, 0.11], [0.00, 0.05, -0.10], [0.10, 0.04, 0.12], [0.07, -0.09, -0.09], [0.02, 0.00, 0.00], [-0.07, 0.00, 0.00], [0.02, 0.05, 0.00], [0.04, 0.05, 0.01], [0.01, 0.04, -0.07], [-0.03, 0.00, 0.02], [0.01, -0.03, -0.02], [0.00, -0.04, 0.05], [-0.02, 0.01, -0.05], [0.00, 0.01, 0.00], [-0.02, -0.03, 0.01], [-0.03, -0.02, 0.00], [0.03, 0.03, -0.04], [0.00, 0.00, 0.00], [0.00, 0.00, 0.01], [0.01, 0.01, 0.00], [0.00, 0.00, 0.03], [0.01, -0.02, 0.01], [0.00, -0.01, -0.02], [-0.01, 0.00, 0.00], [0.01, -0.01, -0.02], [-0.01, -0.01, 0.04], [-0.02, -0.03, 0.01], [-0.01, 0.00, 0.00], [0.01, 0.02, -0.01], [0.00, 0.00, -0.03], [-0.01, -0.01, 0.00], [0.02, -0.01, 0.02], [0.02, 0.03, 0.00], [0.00, -0.01, 0.00], [0.01, -0.02, 0.03], [0.00, 0.02, 0.01], [0.02, -0.01, -0.03], [0.00, -0.01, 0.00], [-0.01, 0.01, 0.03], [-0.01, 0.01, -0.01], [0.00, -0.01, 0.01], [-0.03, -0.06, -0.02], [0.05, 0.00, 0.01], [0.00, 0.04, 0.01], [-0.01, -0.04, -0.01], [-0.01, 0.01, 0.02], [0.02, -0.07, 0.02], [0.00, 0.03, 0.01], [-0.01, -0.01, -0.03], [-0.01, -0.02, -0.02], [0.03, 0.06, -0.01], [-0.01, -0.04, -0.01], [-0.01, 0.03, 0.01], [0.01, 0.02, 0.00], [-0.01, 0.00, 0.01], [0.00, 0.00, 0.00], [0.00, -0.01, -0.01], [0.00, 0.00, 0.00], [0.00, 0.01, 0.00], [0.00, 0.00, 0.00], [0.00, 0.01, 0.00], [0.00, 0.00, 0.00], [0.01, 0.00, 0.00], [0.00, 0.00, -0.01], [0.00, 0.00, -0.01], [0.01, 0.00, 0.01], [0.01, 0.00, 0.00], [0.00, -0.01, 0.00], [0.00, -0.01, 0.00], [0.00, 0.02, -0.01], [0.01, -0.01, 0.00], [0.00, -0.01, -0.01], [0.00, 0.00, -0.01], [0.00, 0.00, 0.00], [0.00, 0.00, -0.01], [0.00, -0.01, 0.00], [0.00, 0.00, 0.00], [0.00, 0.00, -0.01], [0.00, 0.00, 0.00]],
  "lowdin_spin": [1.77, 0.00, 0.00, -0.01, 0.02, 0.02, 0.03, 0.04, 0.42, 0.03, 0.20, 0.17, -0.03, 0.13, 0.05, 0.09, 0.12, 0.01, 0.32, 0.03, 0.00, 0.00, 0.01, 0.02, 0.00, 0.00, 0.00, 0.00, 0.00, 0.00, 0.00, 0.00, 0.01, 0.01, 0.00, 0.00, 0.00, 0.00, 0.00, 0.00, 0.01, 0.00, 0.00, 0.00, 0.00, 0.00, -0.01, 0.01, 0.02, 0.22, 0.01, 0.01, 0.02, 0.01, 0.04, 0.01, 0.04, 0.13, 0.01, 0.00, 0.00, 0.00, 0.00, 0.00, 0.00, 0.00, 0.00, 0.00, 0.00, 0.00, 0.00, 0.00, 0.00, 0.00, 0.00, 0.00, 0.01, 0.00, 0.00, 0.00, 0.00, 0.00, 0.00, 0.00, 0.00, 0.00],
  "total_charge": 4,
  "lumo_ev": [-10.9, -14.1],
  "orbital_gap_ha": [0.27022, 0.15229],
  "e_above_lowest_ev": 0.0000,
  "multiplicity": 5
}


(2)
{
  "formula": "C34H42N7O3S2Tl",
  "method": "wB97M-V/def2-TZVPD",
  "symbols": ["Tl", "C", "N", "C", "C", "C", "C", "C", "C", "N", "C", "C", "C", "C", "C", "C", "N", "C", "C", "C", "C", "C", "N", "H", "H", "H", "H", "H", "H", "H", "H", "H", "H", "H", "H", "H", "H", "H", "H", "H", "H", "O", "S", "O", "N", "C", "O", "C", "C", "C", "C", "C", "C", "H", "H", "H", "H", "C", "C", "C", "C", "N", "C", "S", "N", "C", "C", "C", "C", "H", "H", "H", "H", "H", "H", "H", "H", "H", "H", "H", "H", "H", "H", "H", "H", "H", "H", "H", "H"],
  "positions_angstrom": [[0.80738, -0.78937, 1.25503], [1.32643, -0.41638, 4.61965], [0.44433, -1.17810, 3.71354], [-0.97025, -0.73989, 3.90947], [-1.89300, -1.40427, 2.89569], [-3.26178, -1.45652, 3.08346], [-4.10537, -1.95859, 2.10924], [-3.49237, -2.51297, 0.96997], [-2.09718, -2.43491, 0.82884], [-1.33025, -1.85341, 1.75626], [0.62116, -2.62674, 3.91741], [1.76026, -3.16631, 3.09783], [2.59124, -4.18339, 3.53287], [3.60810, -4.65177, 2.71631], [3.71358, -4.20920, 1.42952], [2.84249, -3.22614, 1.02361], [1.87410, -2.72947, 1.82496], [1.75768, 0.92729, 4.06089], [2.13222, 1.99570, 4.88258], [2.59373, 3.18814, 4.35773], [2.73106, 3.25508, 2.96890], [2.30332, 2.17049, 2.21474], [1.79337, 1.06297, 2.75014], [0.85884, -0.27766, 5.60150], [2.21084, -1.04439, 4.80205], [-1.34335, -0.96726, 4.90741], [-0.95749, 0.35930, 3.80990], [-3.63916, -1.10759, 4.04616], [-5.17613, -1.91307, 2.23507], [-4.11461, -2.93339, 0.16508], [-1.63154, -2.83818, -0.09334], [0.74855, -2.90575, 4.94967], [-0.29588, -3.15996, 3.62037], [2.48501, -4.51786, 4.56838], [4.28459, -5.40438, 3.10021], [4.43235, -4.61863, 0.73209], [2.80867, -2.84560, 0.00489], [2.05576, 1.86229, 5.94084], [2.84200, 4.00952, 5.04036], [3.14044, 4.11294, 2.46690], [2.34947, 2.20137, 1.13308], [0.51134, -1.51212, -3.44130], [1.57052, -2.01897, -2.59509], [1.75990, -3.42103, -2.39437], [1.53128, -1.27051, -1.12042], [2.64372, -0.57237, -0.86339], [2.75292, -0.02373, 0.26410], [3.61940, -0.48880, -1.96416], [4.81959, 0.21154, -1.99196], [5.52815, 0.20364, -3.18300], [5.05744, -0.54937, -4.27378], [3.87295, -1.29720, -4.21568], [3.15659, -1.23104, -3.06018], [5.17003, 0.75691, -1.13393], [6.45365, 0.70589, -3.32981], [5.58063, -0.59997, -5.19975], [3.51030, -1.84218, -5.10505], [-3.40218, 4.14049, -2.54290], [-3.36373, 4.82444, -1.19981], [-2.78361, 4.00095, -0.06535], [-3.32331, 2.58659, 0.06883], [-2.69982, 1.62969, -0.82234], [-1.65130, 0.87873, -0.58145], [-0.69394, 1.19008, 0.85490], [-1.32697, -0.08434, -1.41057], [-2.13506, -0.43058, -2.60091], [-1.86363, 0.52274, -3.77025], [-2.77891, 0.23865, -4.93940], [-2.61538, 1.22692, -6.11103], [-3.85778, 4.78472, -3.30254], [-4.05773, 3.27646, -2.51078], [-2.44991, 3.84087, -2.94447], [-4.41900, 5.06875, -0.94582], [-2.80569, 5.74263, -1.25397], [-2.92438, 4.53851, 0.89585], [-1.70053, 3.96650, -0.18508], [-4.40986, 2.58719, -0.17417], [-3.25756, 2.19699, 1.08143], [-3.23776, 1.49379, -1.68975], [-0.39563, -0.49969, -1.36099], [-3.19430, -0.43259, -2.31705], [-1.84660, -1.43432, -2.87525], [-0.82668, 0.43910, -4.08515], [-2.04466, 1.56035, -3.42114], [-3.83612, 0.34064, -4.64742], [-2.67052, -0.78557, -5.30824], [-2.79318, 2.27719, -5.78283], [-3.34371, 1.04087, -6.87912], [-1.63753, 1.14859, -6.51475]],
  "forces_ev_per_angstrom": [[0.25, 0.45, 0.48], [0.29, -0.13, 0.01], [-0.69, 0.08, 0.63], [0.43, -0.24, -0.54], [0.30, 0.27, -0.78], [0.02, 0.22, 1.04], [1.06, -0.39, -0.75], [-0.35, 0.35, -0.14], [-0.96, -0.20, -0.34], [-0.24, -0.27, 0.04], [-0.55, -0.18, -0.47], [0.07, -0.44, -0.98], [-0.04, 0.58, 0.96], [-0.09, -0.77, 0.84], [0.10, 0.26, -0.69], [-1.06, 0.37, -0.30], [0.80, 0.06, 0.18], [0.03, 0.63, 0.41], [-0.24, -0.64, 0.10], [0.10, -0.13, -0.26], [-0.22, -0.29, 0.30], [0.06, 0.61, -0.08], [0.05, -0.69, -0.59], [-0.05, -0.02, -0.08], [-0.03, 0.30, -0.13], [0.12, -0.08, 0.24], [-0.24, -0.35, -0.14], [-0.11, 0.03, -0.34], [-0.06, -0.19, -0.05], [0.50, 0.12, 0.46], [-0.10, 0.35, 0.80], [0.25, 0.14, 0.63], [0.28, 0.28, -0.13], [0.10, -0.06, -0.40], [0.00, -0.02, -0.03], [0.04, 0.12, 0.08], [0.25, -0.24, 0.28], [-0.04, 0.03, 0.53], [0.00, -0.30, -0.50], [0.02, 0.22, -0.03], [0.00, -0.03, 0.06], [0.39, -0.56, 0.72], [1.35, 1.10, -0.86], [-0.35, -0.16, -0.09], [-0.36, -0.07, 0.12], [-0.38, 0.43, 0.10], [0.39, -0.18, -0.20], [-0.32, -0.39, -0.13], [-0.32, -0.09, -0.28], [-0.63, -1.11, -0.94], [-0.62, -0.16, 0.75], [0.03, 0.01, -1.13], [-0.56, 0.01, 1.17], [-0.01, 0.11, 0.20], [0.54, 0.50, 0.25], [0.58, 0.23, -0.41], [0.31, 0.26, 0.65], [-0.56, 0.25, -0.63], [-1.10, -0.20, 0.35], [0.53, 0.40, 0.75], [-1.03, 0.34, 0.32], [-1.24, -0.06, -0.89], [0.51, -0.02, 0.46], [-0.12, 0.39, -0.29], [-0.02, -0.75, -0.78], [0.45, 0.47, 0.02], [-0.50, 0.33, 0.36], [-0.99, 0.48, -0.74], [-0.52, 0.53, 1.25], [0.10, 0.04, 0.18], [-0.14, -0.37, -0.02], [0.61, -0.16, 0.03], [0.60, 0.11, -0.06], [0.10, 0.50, -0.07], [-0.12, -0.31, -0.49], [0.20, -0.23, -0.01], [0.63, -0.06, 0.10], [0.18, 0.12, 0.16], [0.85, -0.09, 0.56], [-0.27, 0.26, 0.05], [0.12, -0.06, -0.04], [-0.05, -0.27, -0.06], [0.13, 0.03, 0.14], [0.26, -0.35, -0.28], [0.20, -0.23, 0.30], [0.16, 0.03, 0.10], [0.25, -0.65, -0.08], [-0.23, -0.25, -0.40], [0.94, 0.08, -0.55]],
  "lowdin_charge": [0.90, -0.09, -0.21, -0.10, -0.27, 0.00, -0.01, -0.01, -0.10, 0.00, -0.11, -0.23, 0.02, -0.01, -0.01, -0.06, 0.05, -0.24, 0.00, -0.01, -0.01, -0.13, 0.02, 0.14, 0.15, 0.14, 0.13, 0.13, 0.12, 0.13, 0.14, 0.14, 0.14, 0.14, 0.13, 0.13, 0.10, 0.12, 0.13, 0.12, 0.10, -0.28, 0.69, -0.26, -0.14, -0.52, -0.06, -0.13, 0.02, -0.02, -0.02, -0.02, -0.18, 0.13, 0.11, 0.11, 0.14, -0.11, -0.25, -0.20, -0.20, 0.03, -0.69, 0.80, 0.03, -0.16, -0.20, -0.26, -0.09, 0.09, 0.06, 0.07, 0.13, 0.11, 0.13, 0.10, 0.15, 0.10, 0.13, 0.07, 0.13, 0.11, 0.11, 0.10, 0.11, 0.12, 0.08, 0.07, 0.06],
  "total_charge": 2,
  "lumo_ev": -5.7,
  "orbital_gap_ha": 0.31403,
  "e_above_lowest_ev": 0.0000,
  "multiplicity": 1
}


For reference, calculated total energy by record: -55457.1498, -78865.1173 eV.